DFT (ωB97M-V/def2-TZVPD) results for a molecular structure, C24H21Cl3IrN5O3.

Structure (XYZ):
```
57
Properties=species:S:1:pos:R:3:forces:R:3
Ir 1.510704 -0.245346 1.507153 -1.231 -0.100 -0.370
N 1.508586 -0.843388 -2.927868 0.321 0.272 0.155
C 1.869209 -0.497240 -1.705174 0.083 0.116 -0.186
N 1.470803 -1.124123 -0.622239 -0.097 0.336 0.496
C 0.600987 -2.194366 -0.752970 -0.221 -0.436 1.017
N 0.141040 -2.800425 0.308087 -0.486 -0.835 -1.405
N 0.366630 -2.229000 1.467927 0.779 0.902 1.286
C 0.157655 -2.839382 2.590363 0.058 0.081 -0.905
C 0.394267 -2.093554 3.797648 -0.010 0.077 0.784
C 0.004288 -2.563992 5.047648 0.105 0.057 -0.428
C 0.193850 -1.751043 6.157173 0.046 0.104 0.054
C 0.766178 -0.502507 5.985507 0.054 0.011 -0.213
C 1.158602 -0.108618 4.704959 0.059 0.147 0.471
N 0.980572 -0.887799 3.651289 0.108 0.028 -0.640
C 0.211975 -2.654075 -2.059858 0.267 0.187 -0.561
C -0.605336 -3.773209 -2.261040 0.106 0.080 0.012
C -0.952126 -4.138305 -3.541788 -0.005 0.006 -0.048
C -0.505962 -3.391538 -4.639446 -0.048 -0.118 0.094
C 0.316673 -2.298917 -4.464549 0.168 0.184 0.004
C 0.682364 -1.933006 -3.173935 -0.595 -0.732 0.239
H 1.878625 -0.337050 -3.722154 0.084 0.037 0.076
H 2.541826 0.345537 -1.601458 -0.024 0.026 -0.067
H -0.183480 -3.871154 2.627332 -0.122 0.103 -0.164
H -0.449551 -3.542558 5.133518 0.000 0.013 0.015
H -0.104161 -2.091347 7.139735 -0.010 0.013 0.003
H 0.921871 0.167373 6.819353 0.024 -0.012 -0.004
H 1.633394 0.849247 4.533497 -0.048 0.018 0.012
H -0.932274 -4.340908 -1.402171 -0.051 -0.001 -0.014
H -1.565172 -5.014223 -3.702650 -0.029 0.029 -0.016
H -0.802833 -3.682165 -5.638005 0.042 -0.010 -0.008
H 0.688815 -1.743320 -5.317027 -0.030 0.003 -0.009
Cl 3.687294 -1.961501 1.862044 0.142 -0.132 0.039
C 4.843638 -0.613670 1.958666 0.096 -0.297 0.010
Cl 3.925963 0.904138 1.829663 -0.037 0.347 0.123
H 5.545693 -0.686035 1.135841 -0.053 0.054 -0.047
H 5.346259 -0.644616 2.918979 -0.074 0.054 0.036
C -4.277131 2.772741 -1.198035 -0.141 0.069 0.175
C -2.980717 3.121661 -1.835050 0.021 -0.018 -0.142
C -2.863465 3.305250 -3.190297 -0.219 -0.060 0.168
C -1.638264 3.658358 -3.764965 -0.008 0.100 -0.260
Cl -1.529503 3.942862 -5.425713 0.005 -0.074 0.294
C -0.476771 3.810087 -2.958710 0.150 0.113 0.088
C -0.558701 3.638245 -1.613269 0.140 -0.067 0.110
C -1.800596 3.295986 -1.019808 -0.023 0.161 -0.391
O -2.001213 3.158168 0.263759 -0.022 -0.376 0.156
C -0.963859 3.179220 1.239421 0.399 -0.035 0.203
C -0.090996 1.922716 1.258645 -0.617 0.112 -0.706
O 0.689565 1.775210 2.227021 0.679 -0.407 0.323
O -0.148561 1.067598 0.337121 0.295 -0.111 0.320
H -4.992417 2.413755 -1.933109 0.017 -0.007 -0.011
H -4.706622 3.658466 -0.718590 0.028 0.000 -0.014
H -4.150881 2.031789 -0.409887 -0.006 -0.048 -0.053
H -3.736693 3.193150 -3.819385 0.031 0.004 -0.042
H 0.457680 4.098257 -3.421325 -0.033 0.010 -0.042
H 0.320607 3.782173 -1.002934 0.010 0.009 0.035
H -1.468645 3.242903 2.200381 -0.055 0.044 -0.012
H -0.329698 4.063516 1.140678 -0.022 -0.029 -0.037
```
Forces are in eV/Å.

Results
LUMO level (spin up / spin down)   -9.08 / -11.19 eV
Charge   +3
Spin multiplicity   6

Atom charges from the Mulliken analysis, given in e for atoms 1 to 2: 1.580, 0.077



DFT (ωB97M-V/def2-TZVPD) results for a molecular structure, C24H21CoNOPSbSe4.

Structure (XYZ):
```
54
Properties=species:S:1:pos:R:3:forces:R:3
Co 13.420293 9.061593 9.536219 1.093 -0.883 0.225
O 14.292646 7.399225 10.658507 0.879 -1.021 0.158
C 13.920079 6.146194 10.109395 -0.831 0.514 0.252
C 13.619792 6.301681 8.625983 0.573 -1.037 -1.274
C 13.590263 5.202710 7.738156 0.023 -0.168 0.311
C 13.497904 5.383633 6.359452 -0.289 0.104 0.681
C 13.363058 6.687041 5.890514 0.317 0.378 -0.121
C 13.377936 7.724095 6.796032 -0.023 -0.529 1.079
N 13.524975 7.522740 8.126757 -0.263 0.936 -0.158
H 15.312029 7.408930 10.554569 -0.917 0.319 -0.087
H 13.028605 5.766846 10.652066 0.223 0.348 -0.352
H 14.687157 5.399867 10.287694 0.410 -0.085 -0.284
H 13.677958 4.204892 8.169746 0.030 0.126 -0.196
H 13.494539 4.545301 5.669010 0.063 0.024 0.169
H 13.328211 6.948895 4.840885 -0.130 -0.259 -0.081
H 13.258298 8.758388 6.515614 0.069 0.125 -0.109
C 11.677799 7.743386 15.085307 0.216 1.288 0.043
C 11.431765 6.615298 14.333181 -0.798 0.158 -0.759
C 11.078136 6.679637 12.977582 0.671 0.238 0.258
C 11.144744 7.920023 12.321672 -0.476 -0.531 0.241
C 11.387548 9.070392 13.091122 -0.170 -0.565 -0.195
C 11.645368 9.005578 14.453269 0.243 -0.675 0.204
P 11.034857 7.823655 10.480755 1.458 1.441 0.194
C 9.460850 7.025065 10.306285 -1.529 -0.207 -0.720
C 8.380577 7.163148 11.183649 -0.016 -0.600 0.335
C 7.258596 6.359132 11.053929 0.100 -0.527 -1.072
C 7.210309 5.421410 10.006857 -0.485 0.181 0.770
C 8.207115 5.362875 9.067368 0.291 0.644 0.150
C 9.286689 6.221193 9.169302 0.449 0.243 -0.164
C 10.789993 9.536853 9.884905 -1.915 -0.033 0.537
C 9.536261 10.164239 9.933814 0.836 -0.179 -0.361
C 9.415467 11.425177 9.388287 -1.034 0.499 0.187
C 10.513059 12.058113 8.821095 0.723 0.543 -0.243
C 11.757385 11.437567 8.836525 -0.620 0.711 -0.225
C 11.901871 10.170787 9.356186 0.352 -1.149 -0.111
H 11.889836 7.690440 16.161008 0.018 -0.134 -0.519
H 11.448823 5.665699 14.795490 0.008 -0.950 0.543
H 10.809425 5.753353 12.425865 0.359 0.710 0.397
H 11.325115 10.017132 12.602389 0.267 0.556 -0.334
H 11.908824 9.918214 14.999737 -0.300 -0.375 -0.154
H 8.448728 7.845417 12.021578 0.100 0.036 0.006
H 6.405467 6.437288 11.702283 -0.102 0.119 0.371
H 6.381635 4.737129 9.899651 -0.245 0.000 0.191
H 8.150726 4.666485 8.266133 -0.104 -0.390 -0.654
H 9.984958 6.309075 8.322117 0.065 -0.330 0.692
H 8.678788 9.648873 10.311226 -0.506 -0.133 0.321
H 8.438410 11.921822 9.448074 0.361 -0.071 -0.215
H 10.428129 13.052521 8.373115 -0.188 -0.194 0.142
H 12.668708 11.871980 8.441250 -0.241 0.505 -0.164
Se 18.144107 10.038017 12.398517 0.201 0.220 -0.323
Sb 17.209218 9.818523 10.146140 -0.846 -1.234 0.542
Se 14.945611 10.831188 9.881296 0.908 0.174 -0.010
Se 18.784695 11.003294 8.654716 0.578 0.377 -0.231
Se 17.209943 7.377702 9.459088 0.141 0.743 0.117
```
Forces are in eV/Å.

Results
LUMO level (spin up / spin down)   4.09 / 3.38 eV
Charge   -2
Spin multiplicity   4

Atom charges from the Mulliken analysis, given in e for atoms 1 to 2: -0.393, -0.222



DFT (ωB97M-V/def2-TZVPD) results for a molecular structure, C24H21F3GaN5O4S3.

Structure (XYZ):
```
61
Properties=species:S:1:pos:R:3:forces:R:3
Ga -0.341457 0.251089 0.660982 -0.234 0.287 -0.242
F -0.527369 6.237379 -1.542209 0.042 0.006 -0.021
C -0.832865 5.080310 -0.921957 -0.455 0.186 -0.199
F -1.699116 4.441017 -1.752487 0.188 -0.043 0.270
F -1.532196 5.432152 0.177105 0.095 -0.191 -0.089
C 0.395717 4.280762 -0.631157 -0.104 -0.700 0.109
C 1.601579 4.960784 -0.604982 -0.054 -0.152 0.022
C 2.781456 4.276000 -0.385344 0.127 0.190 0.083
C 2.702567 2.909000 -0.221031 0.047 -0.043 0.000
N 1.570713 2.228929 -0.233742 -0.357 -0.081 -0.102
C 0.394462 2.870849 -0.385258 0.493 0.614 -0.019
S -2.162345 2.324601 0.352328 0.190 0.109 -0.451
H 1.609597 6.029879 -0.768038 -0.001 -0.032 0.009
H 3.726680 4.795389 -0.328789 0.025 -0.035 -0.042
H 3.601996 2.324289 -0.047604 -0.003 0.005 -0.032
C 3.056784 -1.876945 3.160565 -0.034 -0.036 0.230
N 3.267867 -1.478745 1.784370 -0.105 0.198 -0.282
C 4.429429 -0.942070 1.275465 0.125 -0.017 -0.043
C 4.186246 -0.574815 0.006809 0.066 0.087 0.027
N 2.858428 -0.875685 -0.265076 0.143 0.002 0.520
C 2.293246 -1.429218 0.848593 0.264 -0.106 0.021
S 0.738663 -2.049443 1.044932 -0.546 0.131 0.044
C 2.239461 -0.669020 -1.517686 -0.322 0.025 -0.685
C 3.021079 -0.666677 -2.665541 0.165 -0.054 0.112
C 2.405857 -0.428805 -3.881154 -0.037 0.062 0.052
C 1.037022 -0.234382 -3.908884 0.001 -0.024 -0.041
C 0.342996 -0.275061 -2.712936 -0.033 0.022 -0.007
N 0.929900 -0.476397 -1.537499 0.261 0.334 0.478
H 4.015882 -2.135512 3.602057 0.013 -0.012 -0.037
H 2.388817 -2.732760 3.192587 0.037 -0.016 -0.015
H 2.604581 -1.053792 3.717231 -0.011 0.005 -0.046
H 5.334838 -0.872397 1.850526 -0.036 0.019 0.055
H 4.834858 -0.100122 -0.704457 -0.049 0.011 -0.035
H 4.083170 -0.854634 -2.609776 0.003 -0.025 -0.036
H 2.990793 -0.392400 -4.789916 0.016 -0.052 -0.004
H 0.506719 -0.052946 -4.832050 0.000 0.002 -0.012
H -0.724036 -0.127586 -2.695383 -0.177 -0.024 0.060
C -3.493300 0.030668 6.795068 0.131 -0.011 -0.057
C -2.436612 0.302199 5.757359 -0.118 0.031 -0.023
C -2.093988 1.600937 5.398757 0.024 -0.148 -0.011
C -1.121052 1.841603 4.439509 0.005 0.134 -0.021
C -0.490816 0.775468 3.828763 0.218 -0.143 -0.056
C -0.820663 -0.532042 4.163366 0.018 0.020 0.026
C -1.793229 -0.758299 5.121280 0.002 -0.011 0.000
S 0.813538 1.112352 2.641489 -0.306 -0.635 -0.446
O 0.842571 2.594661 2.452255 0.000 0.568 0.171
O -2.105901 1.451789 1.568153 -0.016 -0.185 0.345
N -0.671401 2.010247 -0.327909 -0.058 -0.308 0.027
C -3.140883 1.332608 -0.800768 0.101 0.070 0.090
C -2.655810 -0.103836 -1.058324 0.100 0.257 -0.051
O -3.141823 -0.691714 -2.000498 -0.009 0.025 0.074
O -1.763189 -0.614815 -0.264055 0.296 -0.332 0.168
H -4.063530 0.931099 7.017920 -0.034 -0.017 0.013
H -3.038684 -0.321927 7.723286 -0.043 -0.002 0.022
H -4.177467 -0.742554 6.444637 -0.057 0.016 0.059
H -2.606740 2.433998 5.864740 0.024 0.017 0.013
H -0.858419 2.848152 4.140613 0.026 -0.017 -0.020
H -0.333830 -1.360266 3.659622 -0.014 -0.021 0.061
H -2.071292 -1.774687 5.376488 0.020 -0.013 -0.010
H -3.200378 1.870189 -1.745967 -0.028 -0.005 -0.007
H -4.137421 1.273151 -0.360375 -0.025 0.063 -0.016
```
Forces are in eV/Å.

Results
LUMO level   -0.10 eV

Atom charges from the Mulliken analysis, given in e for atoms 1 to 2: 0.946, -0.309



DFT (ωB97M-V/def2-TZVPD) results for a molecular structure, C24H21IMgN4O2S5.

Structure (XYZ):
```
58
Properties=species:S:1:pos:R:3:forces:R:3
Mg 1.214262 -1.354187 1.205618 -0.526 0.041 -0.053
S 7.027782 1.368137 4.864808 -1.500 -0.342 -0.633
C 5.564075 0.901159 4.031881 1.630 0.273 1.625
S 5.628920 0.393321 2.420937 -0.196 0.214 0.346
C 3.945756 0.090838 2.241190 -1.126 0.296 -0.694
C 3.135113 0.332160 3.318581 0.270 -0.941 -0.363
S 1.427939 -0.006122 3.380056 -0.021 0.069 0.131
S 4.003579 0.778234 4.778580 0.707 0.249 -0.892
S 3.373981 -0.291949 0.608973 0.326 -0.068 0.526
I 1.290934 -0.822188 -2.004375 0.561 -0.381 -0.400
C -0.590144 -0.008826 -1.950262 -0.726 0.814 -1.541
C -1.070447 0.561016 -3.135656 0.099 -0.092 0.183
C -2.338325 1.178802 -3.140844 0.872 -0.073 -0.565
C -3.066313 1.207399 -2.010820 -2.067 0.767 -0.137
C -2.657534 0.602596 -0.839946 1.736 -0.734 0.139
C -3.496584 0.561798 0.263058 -0.738 0.868 0.631
C -2.998555 0.043130 1.397629 0.224 -1.228 1.302
C -1.693568 -0.494985 1.525499 0.164 -0.286 -0.405
C -0.794827 -0.577438 0.459840 -0.382 0.317 0.754
C -1.326281 -0.008798 -0.742225 -0.695 0.248 -0.178
H -0.535215 0.592467 -4.101004 0.097 -0.332 0.880
H -2.697574 1.633312 -4.048486 -0.088 0.121 -0.216
H -4.067797 1.689530 -1.968692 0.699 -0.298 -0.267
H -4.497777 1.031594 0.325018 0.605 -0.379 -0.610
H -3.688011 -0.091848 2.214787 -0.005 0.232 0.513
H -1.424141 -0.926288 2.498122 -0.102 0.236 -0.283
N 0.193538 7.829160 -1.313760 0.220 -1.094 -0.736
C 0.320051 6.781590 -1.816066 -0.609 0.420 0.527
N 0.438259 5.568802 -2.386550 1.501 -0.002 0.473
C 1.743094 4.869944 -1.955096 0.038 -0.016 -0.108
C 1.579037 4.070906 -0.628330 0.724 -0.053 -0.918
C 0.408910 3.143677 -0.743711 0.257 1.577 0.548
C -0.815116 3.980807 -1.004379 -1.719 -1.207 -0.697
C -0.740237 4.653778 -2.366854 0.698 0.178 0.291
H 2.543821 5.622174 -1.847397 -0.581 -0.041 -0.144
H 2.065747 4.218045 -2.814672 -0.549 0.356 0.903
H 1.434830 4.681720 0.244167 -0.114 0.904 0.194
H 2.469873 3.492605 -0.378201 0.271 0.037 -0.444
H 0.401336 2.527991 0.107796 -0.604 -0.672 1.442
H 0.610860 2.468413 -1.511466 -0.018 -1.142 -1.738
H -1.011469 4.770875 -0.277666 0.270 -0.115 0.318
H -1.714246 3.324096 -1.019819 0.417 0.397 0.105
H -1.647050 5.233278 -2.529350 0.089 0.094 -0.310
H -0.574035 3.934016 -3.189884 -0.236 0.248 0.409
C -1.752145 -8.042457 0.980413 -1.087 0.917 -0.379
N -0.929675 -6.870104 1.023082 1.545 1.594 0.093
C 0.391853 -6.875628 0.581801 -1.730 0.566 0.911
C 1.107733 -5.739839 0.586039 0.578 0.773 0.063
C 0.550972 -4.479216 1.097968 -0.629 0.575 0.651
O 1.196990 -3.362620 1.077300 -0.240 -1.585 -0.155
N -0.668514 -4.531410 1.656340 -0.030 0.217 -0.322
C -1.493311 -5.592809 1.550563 0.611 -1.105 -1.021
O -2.690400 -5.608737 1.789974 0.000 -0.084 0.397
H -1.411379 -8.704738 0.185199 -0.017 -0.158 0.168
H -2.771675 -7.664174 0.761641 0.426 -0.487 -0.030
H -1.821946 -8.520503 1.949476 0.169 -0.426 0.212
H 0.773655 -7.839043 0.289383 0.177 -0.124 -0.184
H 2.141379 -5.723488 0.309772 0.358 -0.132 -0.311
```
Forces are in eV/Å.

Results
LUMO level   3.88 eV
Charge   -2

Atom charges from the Mulliken analysis, given in e for atoms 1 to 2: 1.189, -0.393



Here are the calculated max |F| numbers, same order: 1.75 2.06 0.83 2.32 (eV Å⁻¹).
Here are the calculated E_tot numbers, same order: -2910.5088 -12627.2799 -4920.9369 -3785.5678 (Eh).